Record 1
Entry from the OMol25 dataset: a molecular structure, C26H44BrNOP2Pt in a non-equilibrium geometry (wB97M-V/def2-TZVPD).

Structure (XYZ):
```
76
C26H44BrNOP2Pt, DFT wB97M-V/def2-TZVPD
N -5.399 -1.668 5.165
C -4.197 -1.120 5.345
C -3.699 -0.145 4.491
C -4.487 0.271 3.400
C -5.757 -0.309 3.220
C -6.172 -1.280 4.153
C -3.928 1.198 2.459
Pt 0.164 0.861 -2.173
P 3.139 0.510 -1.968
C -4.473 1.479 1.243
C -3.636 2.047 0.237
C -3.898 1.752 -1.122
C -2.807 1.554 -1.967
C -1.513 1.732 -1.397
C -1.306 2.467 -0.203
C -2.390 2.641 0.633
Br 1.265 1.961 -4.065
H -2.927 1.566 2.727
H -5.435 1.056 0.940
H -2.683 0.255 4.607
H -6.390 -0.074 2.367
H -3.588 -1.466 6.182
H -7.148 -1.751 4.048
H -4.925 1.609 -1.469
H -2.267 3.154 1.587
H -2.901 1.213 -2.993
H -0.298 2.797 0.052
P -0.315 -0.978 -0.971
C 3.433 2.110 -1.102
C 4.221 3.162 -1.868
H 3.905 1.863 -0.142
H 2.425 2.497 -0.875
H 4.264 4.065 -1.247
H 5.255 2.858 -2.066
H 3.726 3.424 -2.811
C 4.033 0.439 -3.585
C 5.550 0.390 -3.573
H 3.660 1.288 -4.184
H 3.628 -0.457 -4.085
H 5.901 0.520 -4.603
H 5.989 1.198 -2.978
H 5.928 -0.573 -3.215
C 4.014 -0.745 -0.941
C 5.390 -0.398 -0.401
H 4.054 -1.655 -1.557
H 3.351 -0.984 -0.105
H 5.719 -1.229 0.233
H 6.134 -0.268 -1.188
H 5.374 0.508 0.213
C 0.827 -1.521 0.353
C 1.430 -2.911 0.141
H 0.260 -1.476 1.294
H 1.592 -0.735 0.445
H 0.649 -3.679 0.058
H 2.064 -2.952 -0.756
H 2.061 -3.175 1.001
C -0.338 -2.247 -2.295
C -1.183 -1.797 -3.477
H -0.689 -3.192 -1.872
H 0.702 -2.402 -2.603
H -1.065 -2.512 -4.300
H -2.251 -1.744 -3.226
H -0.855 -0.806 -3.839
C -1.968 -1.112 -0.129
C -2.175 -1.913 1.165
H -2.647 -1.483 -0.911
H -2.256 -0.066 0.050
H -3.257 -1.971 1.357
H -1.786 -2.937 1.100
H -1.738 -1.401 2.035
C 1.030 0.256 3.497
O -0.246 0.502 2.888
H 1.876 0.599 2.878
H 1.121 -0.828 3.617
H 1.106 0.733 4.485
H -0.247 1.430 2.596
```

- ΔE to the lowest compared entry with this formula, charge and spin: 17.6 kcal per mole
- <S²>: 2.06
- Frontier orbital gap (spin up / spin down): 0.2724 / 0.2103 hartree
- Spin multiplicity: 3
- Max |F|: 0.0300 hartree/bohr
- Net charge: +2

=====

Record 2
Entry from the OMol25 dataset: a molecular structure, C6H12Cl2F6MgNO6S2 in a non-equilibrium geometry (wB97M-V/def2-TZVPD).

Structure (XYZ):
```
36
C6H12Cl2F6MgNO6S2, DFT wB97M-V/def2-TZVPD
Mg -2.104 -7.706 -19.460
C -1.292 -11.603 -18.433
F -0.240 -10.948 -19.015
F -1.874 -12.315 -19.289
F -0.710 -12.309 -17.476
S -2.450 -10.321 -17.577
O -3.493 -11.028 -16.894
O -1.549 -9.583 -16.652
N -2.980 -9.317 -18.980
S -3.900 -10.265 -19.779
O -3.488 -10.197 -21.158
O -4.295 -11.567 -19.341
C -5.583 -9.311 -19.684
F -5.400 -8.053 -20.158
F -6.484 -9.899 -20.415
F -6.008 -9.242 -18.391
Cl -2.719 -6.502 -21.357
Cl -0.223 -6.926 -18.417
C 0.031 -10.608 -22.226
C -0.472 -9.142 -22.054
O -0.815 -9.089 -20.674
H 0.720 -10.963 -21.459
H 0.455 -10.619 -23.230
H -0.868 -11.222 -22.167
H -1.306 -9.019 -22.745
H 0.314 -8.446 -22.348
H 0.017 -9.353 -20.273
C -2.754 -6.421 -16.030
C -3.806 -6.845 -17.136
O -3.313 -6.502 -18.404
H -3.497 -5.968 -15.374
H -1.964 -5.742 -16.351
H -2.259 -7.328 -15.684
H -4.713 -6.246 -17.066
H -3.960 -7.923 -17.184
H -4.073 -6.061 -18.790
```

- ΔE to the lowest compared entry with this formula, charge and spin: 5.4 kcal per mole
- Frontier orbital gap: 0.3265 hartree
- Max |F|: 0.1319 hartree/bohr
- Net charge: -1